Record 1
ORCA calculation (the ωB97M-V functional and the def2-TZVPD basis) on a single C4H13N3 molecule at a distorted geometry.

As for the molar mass: 103.17 g/mol. As for the HOMO energy: -7.932 eV. The calculated total energy comes out at -8826.2769 eV. The calculation puts the LUMO energy at 1.114 eV. For the largest force on an atom, the calculation gives 0.113 Eh/bohr. The SMILES is CNCCNCN.

The geometry in XYZ format:
```
20
Properties=species:S:1:pos:R:3:nbo_charge:R:1
N 1.208 0.061 2.876 -0.896
C 0.086 -0.520 2.207 -0.029
H 2.122 0.184 2.383 0.369
H 0.340 -1.541 1.999 0.134
H -0.634 -1.113 -2.307 0.177
H -0.987 -2.114 -0.035 0.147
H -0.350 2.463 -2.317 0.201
H -0.865 -0.489 2.845 0.183
H 1.332 0.896 -1.825 0.377
H 0.801 -1.518 -1.311 0.199
C -0.004 -0.771 -1.457 -0.230
H 1.335 0.239 3.849 0.392
H -1.679 1.385 -2.250 0.204
C -0.894 -0.868 -0.176 -0.210
N 0.360 0.658 -1.647 -0.666
H -0.526 1.248 -3.570 0.173
N -0.293 0.013 0.764 -0.634
C -0.637 1.396 -2.499 -0.423
H -1.824 -0.490 -0.343 0.178
H 0.715 0.306 0.475 0.354
```



Record 2
ORCA calculation (the ωB97M-V functional and the def2-TZVPD basis) on a single C4H13N3 molecule at a distorted geometry.

As for the molar mass: 103.17 g/mol. As for the HOMO energy: -8.091 eV. The calculated total energy comes out at -8828.5629 eV. The calculation puts the LUMO energy at 1.195 eV. For the largest force on an atom, the calculation gives 0.026 Eh/bohr. The SMILES is NCCNCCN.

The geometry in XYZ format:
```
20
Properties=species:S:1:pos:R:3:nbo_charge:R:1
N 2.550 1.134 0.471 -0.838
H 0.872 -0.345 1.721 0.159
H -1.741 -0.770 1.041 0.145
H 2.337 -0.501 -0.922 0.201
C -2.289 -0.060 -0.924 -0.221
C 1.030 -0.754 0.709 -0.214
H -1.426 -1.899 -0.162 0.186
H -3.076 1.826 -0.899 0.362
C 2.358 -0.309 0.152 -0.232
H 0.924 -1.841 0.803 0.188
H 2.972 1.155 1.393 0.349
N -0.024 -0.328 -0.173 -0.655
H -0.008 0.639 -0.456 0.390
C -1.368 -0.810 -0.008 -0.212
H -3.316 -0.411 -0.807 0.171
H -2.040 1.498 0.337 0.355
H 3.238 -0.873 0.487 0.173
H -2.006 -0.248 -1.957 0.186
H 3.233 1.538 -0.159 0.356
N -2.221 1.358 -0.646 -0.847
```



Record 3
ORCA calculation (the ωB97M-V functional and the def2-TZVPD basis) on 3 unconnected molecules or ions with the total composition C4H13N3 at a distorted geometry.

As for the molar mass: 103.17 g/mol. As for the HOMO energy: -15.737 eV. The calculated total energy comes out at -8809.3586 eV. The calculation puts the LUMO energy at -7.407 eV. Its total charge is +2. For the largest force on an atom, the calculation gives 0.081 Eh/bohr.

The geometry in XYZ format:
```
20
Properties=species:S:1:pos:R:3:nbo_charge:R:1
C -2.645 -6.062 4.759 0.148
N -0.157 3.440 -4.029 -0.586
H 0.326 4.550 -1.795 0.197
C 0.862 3.598 -1.849 -0.003
H 1.285 0.783 -0.799 0.249
H -2.135 -7.823 3.973 0.440
H -1.829 -6.024 5.517 0.263
H 0.756 2.406 0.937 -0.019
H -3.384 -7.023 3.095 0.463
H 1.156 1.960 -3.197 0.250
N 1.188 3.024 -0.792 -0.223
H 2.218 1.468 0.345 0.268
H -0.519 4.356 -4.016 0.442
H 0.118 2.317 1.355 0.024
H -0.437 2.876 -4.839 0.448
H -3.374 -5.198 4.483 0.259
N -2.745 -7.065 3.990 -0.573
C 0.608 2.920 -3.130 0.254
C 1.874 1.765 -0.698 -0.523
H 2.598 1.806 -1.490 0.222
```



Record 4
ORCA calculation (the ωB97M-V functional and the def2-TZVPD basis) on a gas-phase ion, C4H13N3 (charge +2) at a distorted geometry.

As for the molar mass: 103.17 g/mol. As for the HOMO energy: -19.710 eV. The calculated total energy comes out at -8808.3974 eV. The calculation puts the LUMO energy at -8.118 eV. Its total charge is +2. For the largest force on an atom, the calculation gives 0.099 Eh/bohr. The SMILES is C[C@@H]1NC[NH2+][N@H+]1C.

The geometry in XYZ format:
```
20
Properties=species:S:1:pos:R:3:nbo_charge:R:1
H -1.096 -0.737 -2.053 0.431
C -0.373 0.640 -0.580 0.061
H 2.003 1.601 0.030 0.280
H -1.692 0.901 1.303 0.230
H -0.419 2.146 1.053 0.232
H 0.837 -2.051 -0.499 0.466
H 2.793 -0.045 0.604 0.268
H 2.467 0.413 -1.145 0.282
H 0.472 0.294 1.234 0.499
C 2.092 0.486 -0.100 -0.441
H -1.627 -0.982 0.798 0.225
N -1.249 -0.443 -1.068 -0.566
C -1.172 1.544 0.555 -0.634
H -0.096 1.356 -1.414 0.305
C -1.200 -1.434 -0.119 -0.031
H -1.906 2.217 0.097 0.297
H -1.623 -2.435 -0.301 0.299
H 0.649 -1.945 1.165 0.483
N 0.685 -0.072 0.181 -0.255
N 0.454 -1.453 0.261 -0.432
```



Record 5
ORCA calculation (the ωB97M-V functional and the def2-TZVPD basis) on a gas-phase ion, C4H13N3 (charge +2) at a distorted geometry.

As for the molar mass: 103.17 g/mol. As for the HOMO energy: -16.701 eV. The calculated total energy comes out at -8810.9064 eV. The calculation puts the LUMO energy at -6.637 eV. Its total charge is +2. For the largest force on an atom, the calculation gives 0.141 Eh/bohr. The SMILES is N/C(=C\[NH3+])CC[NH3+].

The geometry in XYZ format:
```
20
Properties=species:S:1:pos:R:3:nbo_charge:R:1
H 1.120 2.872 2.383 0.487
N 0.732 -1.082 -1.616 -0.744
H -0.678 1.552 -0.390 0.233
H -0.845 -3.060 -0.251 0.447
H 0.591 -2.114 -1.487 0.393
H 0.347 0.409 1.799 0.268
N 0.903 2.545 1.363 -0.702
H 1.936 0.714 1.057 0.255
H 0.710 1.393 -1.142 0.245
H -2.056 -2.699 0.734 0.458
C 0.281 0.961 -0.379 -0.486
N -1.604 -2.290 -0.048 -0.664
H -2.228 -2.391 -0.813 0.445
H -1.773 -0.262 0.535 0.239
C -0.083 -0.457 -0.677 0.284
C -1.145 -0.944 0.053 -0.258
H 1.670 3.057 0.821 0.464
C 0.864 1.110 0.953 -0.236
H -0.015 2.957 1.139 0.448
H 1.500 -0.657 -1.981 0.425
```



Record 6
ORCA calculation (the ωB97M-V functional and the def2-TZVPD basis) on a single C4H13N3O molecule at a distorted geometry.

As for the molar mass: 119.17 g/mol. As for the HOMO energy: -9.206 eV. The calculated total energy comes out at -10876.5601 eV. The calculation puts the LUMO energy at 0.790 eV. For the largest force on an atom, the calculation gives 0.044 Eh/bohr. The SMILES is CC(N)(N)C[C@@H](N)O.

The geometry in XYZ format:
```
21
Properties=species:S:1:pos:R:3:nbo_charge:R:1
H 0.982 2.306 0.512 0.363
H -1.119 1.404 -0.117 0.225
N 1.586 1.006 -1.227 -0.842
H 2.508 -0.908 0.343 0.202
H -2.467 -1.356 1.642 0.369
C 0.841 0.431 -0.124 0.247
H -2.890 -0.355 -1.333 0.461
N -1.583 -0.889 1.444 -0.832
H 1.439 0.436 -2.060 0.341
H -0.800 0.516 -1.555 0.205
C -1.545 -0.705 0.019 0.248
C -0.670 0.460 -0.464 -0.436
N 1.143 1.384 0.916 -0.829
O -2.886 -0.470 -0.369 -0.733
H -1.229 -1.636 -0.462 0.143
H 1.196 -1.681 -0.549 0.207
H 2.136 1.357 1.124 0.346
C 1.417 -0.943 0.229 -0.640
H 2.582 0.932 -1.034 0.349
H -1.666 0.027 1.883 0.361
H 1.025 -1.317 1.181 0.244
```



Record 7
ORCA calculation (the ωB97M-V functional and the def2-TZVPD basis) on 2 unconnected molecules or ions with the total composition C4H13N3O at a distorted geometry.

As for the molar mass: 119.17 g/mol. As for the HOMO energy: -9.006 eV. The calculated total energy comes out at -10874.4467 eV. The calculation puts the LUMO energy at 0.762 eV. For the largest force on an atom, the calculation gives 0.089 Eh/bohr. The SMILES is N/C=N\CCCN.O.

The geometry in XYZ format:
```
21
Properties=species:S:1:pos:R:3:nbo_charge:R:1
H 1.869 0.830 -2.046 0.215
H -2.416 0.622 -2.015 0.351
C -1.221 0.704 -0.254 -0.234
N 1.873 -0.330 -0.307 -0.497
H 2.714 -0.707 1.626 0.171
H 0.584 2.009 -0.289 0.190
C 2.077 -0.141 0.940 0.316
N 1.210 0.582 1.960 -0.905
C 1.206 0.290 -1.357 -0.225
H 0.577 -0.512 -1.783 0.188
H -1.931 -2.854 0.829 0.470
H -0.548 -2.969 1.368 0.464
O -1.399 -3.379 1.500 -0.932
N -2.053 0.019 -1.279 -0.825
H -1.042 -0.011 0.535 0.197
H 1.471 0.309 2.905 0.373
H -0.355 1.901 -1.731 0.202
H -1.678 1.671 0.124 0.197
C 0.054 1.285 -0.931 -0.438
H 0.482 1.232 1.953 0.389
H -1.474 -0.552 -1.746 0.334
```



Record 8
ORCA calculation (the ωB97M-V functional and the def2-TZVPD basis) on a single C4H13N3O molecule at a distorted geometry.

As for the molar mass: 119.17 g/mol. As for the HOMO energy: -7.600 eV. The calculated total energy comes out at -10874.4748 eV. The calculation puts the LUMO energy at 0.821 eV. For the largest force on an atom, the calculation gives 0.081 Eh/bohr. The SMILES is CN(CO)C(C)(N)N.

The geometry in XYZ format:
```
21
Properties=species:S:1:pos:R:3:nbo_charge:R:1
H -2.301 -0.899 0.702 0.207
H 3.371 0.646 -0.003 0.483
H -0.987 -1.458 1.746 0.217
N 0.947 -1.369 -0.149 -0.903
H -1.141 2.280 1.060 0.190
H -2.115 1.256 -0.003 0.209
N -0.751 -0.701 -1.545 -0.903
C -0.315 -0.676 -0.165 0.410
C 1.544 1.036 0.474 0.125
H -0.904 2.323 -0.715 0.177
H -0.132 -0.298 -2.240 0.376
O 2.502 0.579 -0.436 -0.743
H 1.096 -2.173 0.448 0.378
C -1.112 1.676 0.148 -0.413
H -1.489 -2.438 0.355 0.218
H 1.709 -1.142 -0.788 0.406
H -1.741 -0.751 -1.753 0.372
H 1.493 2.117 0.350 0.153
C -1.335 -1.414 0.710 -0.622
N -0.076 0.664 0.300 -0.505
H 1.739 0.744 1.504 0.168
```



Record 9
ORCA calculation (the ωB97M-V functional and the def2-TZVPD basis) on 2 unconnected molecules or ions with the total composition C4H13N3O.

As for the molar mass: 119.17 g/mol. As for the HOMO energy: -7.783 eV. The calculated total energy comes out at -10876.4172 eV. The calculation puts the LUMO energy at 0.735 eV. For the largest force on an atom, the calculation gives 0.007 Eh/bohr. The SMILES is N/C=C(\N)CCN.O.

The geometry in XYZ format:
```
21
Properties=species:S:1:pos:R:3:nbo_charge:R:1
N -2.133 1.250 1.054 -0.852
H 1.395 -0.740 1.063 0.216
H -1.460 1.184 -1.233 0.384
C 0.673 -2.203 -0.329 -0.204
N -0.626 0.613 -1.250 -0.837
H 1.723 -0.348 -0.619 0.203
H 1.596 -2.781 -0.232 0.187
H 0.798 2.008 0.774 0.479
H 0.122 1.079 -1.744 0.378
H -0.638 -1.816 -1.837 0.366
H -2.637 1.257 1.927 0.373
H -0.740 -0.066 2.046 0.189
C 0.959 -0.742 0.061 -0.452
H -0.038 -2.632 0.377 0.186
H 0.847 -2.176 -2.366 0.344
H 1.864 2.940 1.386 0.469
C -0.254 0.136 0.019 0.110
N 0.152 -2.429 -1.673 -0.830
C -0.984 0.414 1.107 -0.122
O 1.274 2.839 0.624 -0.958
H -1.893 2.215 0.843 0.369
```



Record 10
ORCA calculation (the ωB97M-V functional and the def2-TZVPD basis) on 2 unconnected molecules or ions with the total composition C4H13N3O at a distorted geometry.

As for the molar mass: 119.17 g/mol. As for the HOMO energy: -6.827 eV. The calculated total energy comes out at -10875.4004 eV. The calculation puts the LUMO energy at 0.776 eV. For the largest force on an atom, the calculation gives 0.051 Eh/bohr. The SMILES is N/C=C(/N)O.CNC.

The geometry in XYZ format:
```
21
Properties=species:S:1:pos:R:3:nbo_charge:R:1
C -1.654 0.356 1.727 -0.414
C 1.313 1.099 -1.083 -0.198
H 2.317 -0.518 -0.488 0.354
N 2.425 0.495 -0.530 -0.838
C -0.397 -1.687 1.889 -0.414
H -0.527 -0.482 0.260 0.356
C 0.537 0.603 -2.058 0.383
H 1.851 -0.633 -2.545 0.487
H -1.125 1.678 -1.794 0.383
H 1.059 2.042 -0.603 0.186
H 0.493 -2.205 1.517 0.195
H -1.207 0.426 -2.941 0.385
H 2.589 0.839 0.418 0.383
H -0.302 -1.609 2.976 0.191
H -1.668 1.348 1.262 0.193
H -1.638 0.502 2.811 0.193
N -0.477 -0.371 1.275 -0.626
H -1.270 -2.300 1.645 0.161
H -2.577 -0.160 1.445 0.161
O 0.889 -0.561 -2.687 -0.695
N -0.632 1.137 -2.496 -0.825
```